[1]
This record from OMol25 describes a molecular structure, C26H31CuN4O2PS at a distorted geometry. The level of theory is ωB97M-V/def2-TZVPD.

As for the total charge: 0. The spin multiplicity is 2. Its expectation value of S² is 0.756. Its gap between HOMO and LUMO (alpha / beta) is 0.2831 / 0.2983 Ha.

Last column: natural (NBO) charge in e.
CARTESIAN COORDINATES (ANGSTROEM)
Cu -1.60978 1.29921 -0.25583  1.098
C 0.86023 1.32285 -2.89106  -0.653
C 2.04662 0.72390 -2.17826  0.021
C 3.16965 0.29565 -2.87897  -0.210
C 4.29410 -0.24449 -2.26098  -0.188
C 4.28453 -0.38229 -0.88210  -0.242
C 3.14220 -0.01131 -0.16314  -0.139
C 2.04870 0.55990 -0.80339  -0.388
P 0.66108 1.23017 0.12205  0.895
C 0.89007 0.73078 1.85205  -0.409
C 1.17739 1.64722 2.84184  -0.180
C 1.22697 1.27739 4.18291  -0.226
C 0.94772 -0.03420 4.52180  -0.192
C 0.62565 -0.95540 3.53773  -0.231
C 0.58842 -0.59538 2.17367  0.152
C 0.32505 -1.61223 1.11496  -0.683
C 1.02496 3.00728 -0.02065  -0.381
C 2.27503 3.53265 0.29962  -0.182
C 2.48415 4.89773 0.27906  -0.232
C 1.46386 5.74300 -0.10659  -0.187
C 0.22754 5.22257 -0.46478  -0.206
C -0.00583 3.83521 -0.42366  0.001
C -1.30471 3.27018 -0.89623  -0.826
H 0.94603 1.21129 -3.97173  0.222
H 0.76556 2.40274 -2.64031  0.231
H -0.04194 0.78300 -2.63796  0.239
H 3.12227 0.42070 -3.94727  0.208
H 5.15253 -0.52320 -2.87225  0.216
H 5.13261 -0.81654 -0.35138  0.216
H 3.15070 -0.15489 0.91283  0.216
H 1.39631 2.68103 2.57347  0.222
H 1.47348 2.02907 4.89662  0.214
H 0.97897 -0.35369 5.57381  0.215
H 0.41846 -1.98465 3.80650  0.207
H -0.08302 -2.48344 1.58846  0.213
H 1.25334 -1.88785 0.59567  0.219
H -0.35862 -1.23228 0.33580  0.253
H 3.10637 2.88011 0.53758  0.220
H 3.43305 5.34369 0.54483  0.214
H 1.60857 6.79006 -0.13006  0.210
H -0.56494 5.87971 -0.83683  0.211
H -1.26429 3.21780 -1.98324  0.207
H -2.17588 3.86339 -0.60140  0.202
N -3.61208 1.18570 -0.63246  -0.709
N -4.21076 0.45522 0.45826  -0.522
C -3.30780 -0.34801 1.21774  0.883
O -3.81699 -1.34447 1.75970  -0.739
O -2.11435 0.04195 1.20883  -0.837
H -4.08917 2.09077 -0.75500  0.384
H -3.69392 0.60950 -1.45252  0.396
H -5.03738 -0.06091 0.15377  0.376
S -2.28872 -1.45656 -1.99957  -0.422
C -2.19102 -2.98225 -1.27838  0.347
N -1.72780 -4.00596 -2.04015  -0.599
C -1.48366 -5.34854 -1.55594  -0.215
C -1.33808 -5.34687 -0.04679  -0.419
C -2.43907 -4.50237 0.57143  -0.218
N -2.50549 -3.21455 -0.01247  -0.594
H -1.48720 -3.77802 -2.98265  0.419
H -0.58557 -5.70264 -2.05883  0.207
H -2.28478 -6.01375 -1.88498  0.186
H -0.37376 -4.87827 0.20222  0.210
H -1.31493 -6.38789 0.32254  0.226
H -2.22019 -4.30276 1.63662  0.221
H -3.34606 -5.06238 0.47580  0.190
H -2.82429 -2.47333 0.59965  0.463

[2]
This record from OMol25 describes a molecular structure, C26H31F6N5PS2SbSiTl. The level of theory is ωB97M-V/def2-TZVPD.

Its energy above the lowest of the compared OMol25 structures with the same formula, charge and spin is 32.3 kJ/mol. As for the total charge: -2. The spin multiplicity is 2. Its expectation value of S² is 0.768. Its gap between HOMO and LUMO (alpha / beta) is 0.2620 / 0.2483 Ha.

Last column: Löwdin spin population.
CARTESIAN COORDINATES (ANGSTROEM)
Tl 0.24549 0.52054 0.18504  0.003
S -0.11961 2.25467 2.00551  -0.005
C -1.14056 3.30267 1.06117  -0.001
C -2.10869 4.03825 1.75237  0.000
C -2.95608 4.93505 1.12065  0.000
C -3.91334 5.67084 1.89327  0.000
N -4.67671 6.25411 2.52718  0.000
C -2.86280 5.09874 -0.27070  0.000
C -1.92104 4.36290 -0.97300  0.000
C -1.03750 3.47555 -0.34795  0.000
S 0.13097 2.65520 -1.34185  0.001
C -3.71925 6.01119 -0.96925  0.000
N -4.40149 6.74898 -1.53052  0.000
H -2.19327 3.90214 2.82224  0.000
H -1.85436 4.48241 -2.04621  0.000
C 0.81869 -2.16968 3.20566  0.000
C -0.59713 -1.93009 2.77588  0.000
C -1.67119 -2.51623 3.42956  0.000
C -2.95503 -2.23952 2.96134  0.000
C -3.14509 -1.43131 1.86769  0.000
C -2.01339 -0.89191 1.20512  0.000
N -0.78026 -1.14350 1.71693  -0.005
N -2.02134 -0.11741 0.11210  0.001
Si -3.22818 0.02259 -1.09375  0.000
C -2.40398 0.50432 -2.70827  0.001
C -4.13320 -1.61232 -1.37798  0.000
C -4.53147 1.30946 -0.66825  0.000
H 1.17544 -3.10963 2.77924  0.000
H 0.89670 -2.23232 4.29111  0.000
H 1.47654 -1.37604 2.85975  0.000
H -1.50570 -3.15306 4.28789  0.000
H -3.81620 -2.65562 3.47411  0.000
H -4.13640 -1.18835 1.51155  0.000
H -1.38105 0.12164 -2.73941  0.001
H -2.33602 1.58761 -2.81768  0.000
H -2.94909 0.10428 -3.56763  0.000
H -3.42184 -2.43638 -1.47498  0.000
H -4.72264 -1.55935 -2.29763  0.000
H -4.81316 -1.85611 -0.56000  0.000
H -4.07069 2.28465 -0.49327  0.000
H -5.07905 1.03272 0.23645  0.000
H -5.25504 1.41732 -1.48172  0.000
F 3.51367 1.03550 1.98959  0.008
P 4.63983 0.07652 2.64162  0.002
F 4.18612 -1.12612 1.62540  0.005
F 5.76135 -0.90525 3.27911  0.000
F 3.56602 -0.44709 3.73293  0.000
F 5.09863 1.26325 3.63383  0.000
F 5.71539 0.57522 1.53032  0.001
N 1.25665 -0.81082 -1.16066  0.569
C 1.14341 -2.16823 -0.91942  0.055
C 1.98991 -2.88510 -0.05618  0.011
C 1.85931 -4.25606 0.08018  -0.001
C 0.87549 -4.95591 -0.60943  0.003
C 0.01868 -4.25325 -1.44746  0.003
C 0.14859 -2.88451 -1.60857  0.028
H 2.74295 -2.34302 0.50124  -0.001
H 2.52881 -4.78318 0.75080  0.000
H 0.77358 -6.02742 -0.48957  0.000
H -0.76338 -4.77729 -1.98615  0.001
H -0.52141 -2.33565 -2.25995  0.002
C 2.77321 0.81270 -3.26631  0.000
Sb 3.54097 0.23068 -1.33975  0.181
C 4.50438 -1.54627 -2.06497  0.000
C 5.27183 1.54130 -1.59822  0.123
H 3.59298 0.91793 -3.97973  0.002
H 2.24887 1.76466 -3.18148  0.001
H 2.06826 0.05679 -3.60580  0.000
H 5.15768 -1.27905 -2.89617  0.001
H 3.74156 -2.24819 -2.39975  0.000
H 5.08791 -2.00429 -1.26776  0.000
H 5.74592 1.28595 -2.54711  0.010
H 5.96650 1.43418 -0.76937  0.001
H 4.89436 2.56298 -1.63296  0.001

[3]
This record from OMol25 describes a molecular structure, C26H31MnS4Sb. The level of theory is ωB97M-V/def2-TZVPD.

As for the total charge: +2. The spin multiplicity is 6. Its expectation value of S² is 8.759. Its gap between HOMO and LUMO (alpha / beta) is 0.3312 / 0.2858 Ha.

Last column: natural (NBO) charge in e.
CARTESIAN COORDINATES (ANGSTROEM)
Mn -0.84870 0.79882 -0.56428  1.057
C 0.91291 2.84745 -2.54205  -0.522
C 1.35848 3.31219 -1.16393  -0.547
S 0.22733 3.00492 0.22346  0.228
C -1.10740 4.22632 0.06687  -0.547
C -2.20468 3.95014 -0.95123  -0.522
S -2.93991 2.30363 -0.71219  0.214
C -3.57242 1.95492 -2.38072  -0.521
C -3.73928 0.46215 -2.62257  -0.547
S -2.31227 -0.59924 -2.26444  0.228
C -1.26556 -0.50160 -3.74361  -0.544
C -0.47994 0.78789 -3.94494  -0.522
S 0.68898 1.04151 -2.57054  0.212
H 1.67853 3.11767 -3.27056  0.264
H -0.01954 3.32470 -2.84294  0.218
H 1.58297 4.37942 -1.18907  0.264
H 2.27940 2.80471 -0.86139  0.271
H -0.65395 5.19780 -0.13250  0.265
H -1.52717 4.28629 1.07294  0.262
H -1.82643 4.01758 -1.97062  0.219
H -2.98514 4.70291 -0.83759  0.265
H -2.89499 2.40174 -3.10935  0.217
H -4.54304 2.44060 -2.49098  0.265
H -4.03337 0.29338 -3.65974  0.265
H -4.54602 0.06028 -2.00694  0.264
H -1.88234 -0.70098 -4.62081  0.265
H -0.58590 -1.35229 -3.65003  0.260
H -1.14075 1.65044 -4.01718  0.219
H 0.08573 0.72177 -4.87475  0.264
C 0.40362 -5.69312 -0.16998  -0.158
C 1.33739 -5.14486 0.69747  -0.210
C 1.23112 -3.81929 1.08451  -0.160
C 0.18393 -3.03811 0.60182  -0.397
C -0.75433 -3.59203 -0.26311  -0.231
C -0.64250 -4.92131 -0.64938  -0.202
Sb 0.02983 -1.04335 1.19315  0.987
C 2.00413 -0.32532 0.86504  -0.405
C 2.76852 -0.88665 -0.15790  -0.243
C 3.99302 -0.33730 -0.50750  -0.187
C 4.47284 0.77476 0.16734  -0.194
C 3.72874 1.33188 1.19915  -0.226
C 2.49928 0.78813 1.54150  -0.182
C -0.23987 -1.10330 3.26872  -0.268
C -0.17703 0.06157 4.03065  -0.262
C -0.34972 0.00274 5.40359  -0.182
C -0.60394 -1.21657 6.01696  -0.174
C -0.69679 -2.37164 5.25840  -0.186
C -0.51547 -2.31961 3.88418  -0.244
H 0.48903 -6.72878 -0.46802  0.236
H 2.14679 -5.75454 1.07386  0.238
H 1.96722 -3.40365 1.76264  0.222
H -1.58983 -3.00458 -0.62494  0.208
H -1.37645 -5.35456 -1.31445  0.232
H 2.41590 -1.76606 -0.68372  0.226
H 4.58196 -0.78782 -1.29480  0.234
H 5.43423 1.19388 -0.09409  0.237
H 4.11632 2.17648 1.75238  0.235
H 1.94991 1.23012 2.36175  0.213
H -0.00543 1.02753 3.56796  0.200
H -0.28894 0.90473 5.99528  0.231
H -0.73421 -1.26274 7.08947  0.236
H -0.90537 -3.31794 5.73698  0.236
H -0.57939 -3.23377 3.30679  0.228

Which of these has the lowest total charge?
C26H31F6N5PS2SbSiTl